No. 1
This record from OMol25 describes one molecule with the formula C10H5F3N2O4 in a non-equilibrium geometry. The level of theory is the ωB97M-V functional and the def2-TZVPD basis.

Values from the calculation:
* LUMO level: -0.70 eV
* orbital gap: 8.7 eV
* SMILES: O=C(Nn1c(=O)c(=O)oc2ccccc21)C(F)(F)F

The geometry in XYZ format:
```
24
Properties=species:S:1:pos:R:3:forces:R:3:mulliken_charge:R:1
O -1.047375 -3.042234 2.306603 -0.3 3.6 -1.9 -0.51
O 0.702139 -2.985172 0.248217 -1.2 0.7 0.8 -0.58
O 2.986824 -1.210612 -2.439071 -0.8 1.1 1.9 -0.57
F 2.904864 1.094987 -0.203451 0.2 -1.0 0.2 -0.24
F 4.513949 -0.404451 -0.324724 -1.9 0.1 -0.5 -0.23
F 2.822557 -0.799009 0.970340 -0.1 0.7 -1.5 -0.22
O -1.709235 -0.878057 1.929482 1.0 -2.0 -0.3 -0.40
C -0.981487 -2.008523 1.630076 -0.7 -2.7 3.0 0.32
C -0.001101 -2.015582 0.489765 2.8 -1.4 -2.4 0.60
C 2.368844 -0.817458 -1.452963 0.9 -2.1 -2.2 0.28
C -2.497207 2.348486 0.462500 1.4 -1.2 -0.1 -0.52
C -1.587331 2.410940 -0.620251 -0.2 -0.7 0.8 -0.76
C -2.474489 1.229990 1.325666 0.0 0.2 -0.9 -0.56
C -0.683818 1.347017 -0.858531 -1.3 0.3 1.2 -0.51
C -1.608055 0.170191 1.065628 0.5 1.2 -1.3 0.49
C -0.694437 0.201079 -0.029938 -0.7 1.5 -0.7 0.69
N 0.975584 -0.929058 -1.512864 -0.5 0.9 3.1 -0.33
N 0.132801 -0.906868 -0.327684 0.0 0.5 -0.3 0.32
C 3.164576 -0.242819 -0.237894 0.6 0.4 1.3 0.85
H -3.149621 3.175535 0.638983 -0.4 0.2 0.1 0.41
H -1.620584 3.305364 -1.252031 0.2 -0.5 0.1 0.36
H -3.170386 1.060039 2.152928 0.3 0.4 -0.3 0.41
H -0.011282 1.409929 -1.684810 0.3 -0.1 -0.3 0.47
H 0.664270 -1.513716 -2.275975 -0.1 -0.2 0.1 0.24
```
Positions in Å, forces in eV/Å.

No. 2
This record from OMol25 describes C57H56Br2LuN3O4P2 as an isolated structure in a non-equilibrium geometry. The level of theory is the ωB97M-V functional and the def2-TZVPD basis.

Values from the calculation:
* LUMO level: -4.76 eV
* orbital gap: 7.3 eV
* total charge: +2

The geometry in XYZ format:
```
125
Properties=species:S:1:pos:R:3:forces:R:3:mulliken_charge:R:1
Lu -0.151645 0.079509 -0.183180 -0.1 -1.1 0.2 1.61
C 1.773557 7.277204 -0.095150 -0.1 -0.1 0.0 -1.77
C 0.424530 6.557175 0.098546 0.0 0.1 0.0 1.31
C -0.697573 7.581931 0.339804 0.0 -0.1 0.0 -1.80
C 0.507310 5.631230 1.299691 0.0 -0.1 -0.2 1.00
C 0.810230 6.138863 2.560144 0.0 -0.1 0.0 -0.31
C 0.837799 5.327675 3.678169 0.0 0.1 0.1 -1.65
C 0.489234 3.991180 3.574714 0.0 0.0 -0.1 -0.66
C 0.160341 3.453251 2.337182 0.1 -0.3 -0.4 0.28
P -0.588130 1.778137 2.180356 -0.4 0.6 1.2 2.97
C -2.341993 2.225007 2.528373 0.1 -0.1 -0.3 0.19
C -3.312449 1.291351 2.165829 0.1 0.0 0.1 0.54
C -4.655903 1.528392 2.403474 0.0 -0.1 0.0 -0.88
C -5.050885 2.714767 3.004498 0.0 0.0 0.0 -0.84
C -4.095728 3.650033 3.366925 -0.1 0.0 0.0 -0.79
C -2.749668 3.414017 3.127031 0.1 -0.1 0.0 -0.71
C -0.075972 1.051004 3.784391 0.0 -0.2 -0.2 0.44
C -0.913068 0.964492 4.893388 0.0 0.0 -0.1 -0.46
C -0.438747 0.424504 6.080407 0.0 0.0 0.1 -0.87
C 0.864210 -0.039785 6.171206 0.0 0.0 0.0 -0.81
C 1.696111 0.026208 5.062240 0.0 0.0 0.0 -0.71
C 1.227956 0.563340 3.875216 0.0 0.1 0.0 -0.05
C 0.241688 4.272453 1.205257 0.1 0.1 0.5 -1.72
O 0.047058 3.634086 -0.006059 -0.1 0.2 0.0 0.43
C 0.130157 4.378008 -1.171226 0.0 0.1 -0.5 -1.14
C 0.165428 3.632872 -2.359721 -0.1 -0.2 0.7 -0.07
C 0.018082 4.311857 -3.562901 -0.1 -0.1 0.1 -0.19
C -0.099182 5.691952 -3.573476 0.0 0.1 -0.1 -1.63
C 0.025286 6.406559 -2.396688 0.0 -0.2 0.0 -0.13
C 0.154301 5.764022 -1.168546 0.0 -0.1 0.2 0.82
P 0.656828 1.878963 -2.169039 0.2 0.1 -1.8 2.79
C 2.384908 1.878470 -2.798416 -0.1 -0.1 0.4 1.13
C 3.222389 0.861878 -2.330316 -0.1 0.1 0.0 0.66
C 4.522819 0.750180 -2.795116 0.0 0.0 0.0 -1.18
C 5.005484 1.656528 -3.725453 0.1 0.0 0.0 -0.74
C 4.183592 2.670947 -4.189927 0.0 0.1 0.0 -0.87
C 2.882346 2.789093 -3.726751 -0.1 -0.1 0.0 -1.14
C -0.239917 0.897059 -3.437418 0.2 0.2 0.4 0.80
C -0.760829 1.205651 -4.809305 0.0 0.1 0.0 -1.47
C -1.021636 -0.154499 -5.471379 0.1 -0.2 0.1 -0.02
C -2.361921 -0.585661 -4.914586 -0.1 0.0 -0.1 -0.72
C -2.694613 0.142460 -3.857496 -0.1 0.0 -0.1 -1.81
C -1.715363 1.240060 -3.646598 0.0 0.0 -0.1 -0.41
H 2.033909 7.874403 0.776460 0.0 0.0 0.0 0.41
H 1.729812 7.941277 -0.955985 0.0 0.1 0.0 0.45
H 2.567320 6.550445 -0.269485 0.0 0.0 0.0 0.34
H -0.517506 8.144614 1.253859 0.0 0.0 0.0 0.42
H -1.664904 7.086160 0.426707 0.0 0.0 0.0 0.39
H -0.753644 8.293112 -0.482079 0.0 0.0 0.0 0.40
H 1.029926 7.191609 2.662134 0.0 0.1 0.0 0.49
H 1.098691 5.742568 4.640514 0.0 0.0 0.0 0.45
H 0.456575 3.369216 4.457965 0.0 0.0 0.0 0.59
H -2.992316 0.369402 1.694923 -0.1 0.0 0.0 -0.47
H -5.398126 0.792194 2.124168 0.0 0.0 0.0 0.50
H -6.098104 2.909709 3.185756 0.0 0.0 0.0 0.41
H -4.400442 4.570594 3.843317 0.0 0.1 0.0 0.49
H -2.026522 4.160758 3.420042 0.0 0.0 0.0 0.37
H -1.932453 1.324352 4.843404 0.0 0.0 0.0 0.41
H -1.092616 0.378138 6.940437 0.0 0.0 0.0 0.47
H 1.235452 -0.450134 7.100304 0.0 0.0 0.0 0.43
H 2.714932 -0.330212 5.130394 0.0 0.0 0.0 0.47
H 1.880146 0.624061 3.012648 0.1 0.0 0.0 0.40
H 0.001243 3.767018 -4.493414 0.0 0.0 0.0 0.42
H -0.233598 6.214543 -4.509171 0.0 0.0 0.0 0.45
H 0.020831 7.486108 -2.433019 0.0 0.1 0.0 0.50
H 2.854064 0.143372 -1.606115 0.0 0.0 0.0 0.02
H 5.152704 -0.046343 -2.424277 0.1 0.0 0.0 0.41
H 6.023323 1.580641 -4.079647 0.0 0.0 0.0 0.43
H 4.552974 3.376821 -4.920190 0.0 0.0 0.0 0.47
H 2.261991 3.595907 -4.086063 0.0 0.0 0.0 0.47
H -0.488949 2.055355 -5.414140 0.0 0.1 0.0 0.47
H -0.981673 -0.145816 -6.559876 0.0 0.0 0.0 0.75
H -2.888023 -1.444336 -5.300064 -0.1 -0.1 0.1 0.45
H -3.578239 0.023461 -3.247820 -0.1 -0.1 0.0 0.66
H -2.064629 2.183261 -3.245359 0.1 0.1 0.0 1.01
Br 4.461792 -2.223879 -0.202433 -0.1 -0.1 0.3 -0.16
C 3.186890 -2.500169 1.181927 -0.3 0.5 -0.6 0.30
C 3.491381 -3.305148 2.276762 -0.1 -0.2 0.4 -0.20
C 2.560371 -3.501412 3.265889 0.4 -0.2 0.1 0.05
Br 3.032773 -4.581171 4.761457 -0.1 0.2 -0.2 -0.19
C 1.276041 -2.922029 3.175636 -0.1 0.1 -0.3 1.08
C 0.254359 -3.086024 4.134170 -0.2 0.1 0.0 -1.27
C -0.970551 -2.516260 3.918077 0.1 -0.1 0.1 -1.36
C -1.181005 -1.774049 2.750639 0.0 0.1 -0.2 -0.27
N -0.252837 -1.562079 1.840154 -0.1 0.2 -0.3 0.73
C 0.974468 -2.120075 2.041906 0.3 -0.2 0.0 -0.90
C 1.957264 -1.858942 1.029559 0.5 -0.6 0.4 -0.46
O 1.683102 -1.089393 0.023167 -0.7 0.6 -0.2 0.19
H 4.462546 -3.773235 2.347852 0.0 0.0 0.0 0.52
H 0.449534 -3.657549 5.030232 0.0 0.0 0.0 0.46
H -1.774223 -2.628072 4.630049 0.0 0.0 0.0 0.54
H -2.152881 -1.332277 2.566129 0.0 0.0 0.0 0.08
O 2.011085 1.482793 0.662047 0.0 -0.1 0.1 -0.80
H 2.256310 2.416181 0.639311 -0.1 0.0 0.0 0.26
H 2.820595 0.985197 0.480202 -0.1 -0.1 -0.1 0.31
O -2.028724 1.862145 -0.574071 0.2 -0.1 -0.1 -0.47
H -2.914471 2.023015 -0.918202 0.0 -0.1 0.0 0.26
H -1.662240 2.734533 -0.358470 0.0 0.0 0.0 -0.17
N -2.748048 -1.052480 -0.376136 0.2 0.2 0.1 -0.63
H -2.985943 -1.831412 0.232320 0.0 0.0 0.0 0.26
H -2.695596 -1.418525 -1.325849 0.2 0.0 0.0 0.09
H -3.552740 -0.431239 -0.359857 0.0 0.0 0.1 0.30
C -0.109685 -6.005254 -1.487756 -0.1 -0.5 -0.1 -0.87
N 0.270600 -4.630683 -1.090181 -0.1 0.0 0.2 0.28
C 1.569595 -4.236318 -1.691600 0.5 0.3 -0.2 -0.85
C -0.861316 -3.618042 -1.343401 -0.3 0.6 -0.2 -0.54
C -0.581143 -2.661839 -2.472822 0.0 -0.1 0.6 1.49
C -0.638262 -3.239246 -3.821751 0.0 0.1 -0.2 -0.37
C -0.366371 -2.527590 -4.911691 0.1 0.0 0.0 -1.79
C 0.046418 -1.091852 -4.839330 -0.1 0.1 -0.1 -0.12
C 0.227622 -0.565647 -3.389561 -0.1 -0.1 0.0 -0.77
C -0.303148 -1.366550 -2.208316 0.2 0.4 -0.1 -0.28
H 0.686806 -6.698194 -1.224391 0.0 0.1 0.0 0.40
H -0.272587 -6.038184 -2.562204 0.0 0.1 0.0 0.34
H -1.023012 -6.304429 -0.977009 0.0 0.1 0.0 0.39
H 0.419232 -4.643567 -0.080367 0.0 0.0 0.0 0.34
H 1.501198 -4.278714 -2.775283 -0.1 0.0 0.0 0.44
H 2.345144 -4.918935 -1.351693 -0.1 -0.1 0.1 0.40
H 1.819816 -3.218547 -1.396043 -0.1 0.0 0.0 0.05
H -0.970392 -3.049299 -0.417997 0.1 -0.1 0.0 -1.01
H -1.766278 -4.200248 -1.528867 0.1 -0.2 0.1 0.61
H -0.996445 -4.258713 -3.923228 0.0 -0.1 -0.1 0.37
H -0.489713 -2.947197 -5.902449 0.0 -0.1 0.0 0.44
H 0.985787 -0.956932 -5.385291 0.0 0.0 0.0 0.73
H 1.309915 -0.540245 -3.195052 -0.1 0.0 0.0 0.45
```
Positions in Å, forces in eV/Å.

No. 3
This record from OMol25 describes C45H55F5HgN5O4PTe as an isolated structure. The level of theory is the ωB97M-V functional and the def2-TZVPD basis.

Values from the calculation:
* LUMO level: 4.06 eV
* orbital gap: 5.9 eV
* total charge: -2

The geometry in XYZ format:
```
117
Properties=species:S:1:pos:R:3:forces:R:3:mulliken_charge:R:1
Hg -0.567913 0.239423 0.514156 0.4 0.1 -0.2 1.34
N -2.727319 -0.517190 2.484140 0.1 -0.1 -0.1 -0.24
C -3.015747 0.647716 3.302798 0.1 0.0 0.0 -0.42
C -2.601807 1.982475 2.645983 0.0 0.2 0.0 0.44
O -3.077664 2.987734 3.198944 0.0 0.0 0.0 -0.82
O -1.829263 1.964807 1.645162 -0.1 -0.2 0.0 -0.63
H -3.223133 -0.478134 1.602295 0.0 0.0 0.0 0.10
H -2.961529 -1.388035 2.942810 0.0 0.0 0.0 0.16
H -2.429502 0.562987 4.219944 0.0 0.1 0.0 0.04
H -4.065939 0.754685 3.595589 0.0 0.0 0.0 0.34
C 7.852907 3.916198 5.598108 0.0 0.0 0.0 -1.56
C 6.811371 3.374354 4.652936 0.0 0.0 0.0 0.87
C 6.587388 3.956219 3.415199 0.0 0.0 0.0 -0.96
C 5.618531 3.467403 2.537008 0.0 0.0 0.0 1.44
C 5.472034 4.159218 1.202159 0.0 0.0 0.0 -1.76
C 4.825076 2.360352 2.887949 0.0 0.0 0.0 -0.75
Te 3.276334 1.678894 1.402545 0.0 -0.1 0.0 0.92
N 1.238209 1.192825 -0.005541 0.0 0.2 0.2 -0.94
C 1.368876 1.838861 -1.134834 0.0 -0.3 -0.1 -0.03
O 2.469506 2.138001 -1.697507 0.0 -0.1 0.0 -0.79
C 0.147609 2.362384 -1.895362 0.0 0.1 0.1 0.98
C -0.944119 1.580082 -2.253871 0.0 -0.1 0.0 0.28
C -2.024300 2.120205 -2.941397 0.0 0.0 0.0 -1.41
C -2.030820 3.463928 -3.284530 0.0 0.0 0.0 -0.58
C -0.934385 4.253411 -2.952623 0.0 0.0 0.0 -0.82
C 0.146179 3.702564 -2.281818 0.0 0.0 0.0 -0.53
C 1.801418 1.790926 2.931438 0.0 0.0 0.0 0.85
C 1.172990 0.654306 3.447863 0.0 0.0 0.0 1.11
C 1.399861 -0.743671 2.926754 0.0 0.0 0.0 -2.24
C 0.272285 0.793374 4.506058 0.0 0.0 0.0 -0.74
C -0.049738 2.027591 5.041731 0.0 0.0 0.0 0.66
C -1.086715 2.175592 6.121644 0.0 0.0 0.0 -1.96
C 0.552259 3.149311 4.486864 0.0 0.0 0.0 -0.94
C 1.461161 3.055351 3.442775 0.0 0.0 0.0 0.91
C 2.028578 4.329384 2.876921 0.0 0.0 0.0 -1.53
C 5.078253 1.751768 4.130403 0.0 0.0 0.0 1.38
C 4.328551 0.525137 4.579241 0.0 0.0 0.0 -1.65
C 6.049230 2.264844 4.988817 0.0 0.0 0.0 -0.83
H 8.316333 4.817750 5.193793 0.0 0.0 0.0 0.34
H 8.646877 3.186915 5.780864 0.0 0.0 0.0 0.31
H 7.417176 4.170148 6.567641 0.0 0.0 0.0 0.33
H 7.176622 4.821972 3.121581 0.0 0.0 0.0 0.22
H 6.020383 5.104244 1.195928 0.0 0.0 0.0 0.37
H 4.426278 4.347397 0.957929 0.0 0.0 0.0 0.28
H 5.862594 3.538320 0.391265 0.0 0.0 0.0 0.31
H -0.934358 0.515430 -2.044961 0.0 0.0 0.0 0.52
H -2.861117 1.482268 -3.202722 0.0 0.0 0.0 0.45
H -2.879956 3.893695 -3.803723 0.0 0.0 0.0 0.36
H -0.925976 5.305938 -3.215237 0.0 0.0 0.0 0.35
H 1.017111 4.299212 -2.040730 0.0 0.0 0.0 0.43
H 1.946374 -0.750047 1.986146 0.0 0.0 0.0 0.03
H 0.441535 -1.244750 2.766522 0.0 0.0 0.0 0.41
H 1.961269 -1.341449 3.652197 0.0 0.0 0.0 0.47
H -0.203331 -0.101016 4.902075 0.0 0.0 0.0 0.31
H -1.246889 1.232516 6.649314 0.0 0.0 0.0 0.34
H -2.035657 2.492672 5.679925 0.0 0.0 0.0 0.28
H -0.789484 2.931114 6.852773 0.0 0.0 0.0 0.50
H 0.274045 4.132489 4.853657 0.0 0.0 0.0 0.30
H 1.516994 5.191198 3.308543 0.0 0.0 0.0 0.47
H 1.904869 4.352390 1.792926 0.0 0.0 0.0 0.11
H 3.098414 4.416037 3.085531 0.0 0.0 0.0 0.17
H 4.045754 -0.085517 3.722421 0.0 0.0 0.0 0.08
H 3.405544 0.791888 5.099735 0.0 0.0 0.0 0.24
H 4.942864 -0.073672 5.256884 0.0 0.0 0.0 0.46
H 6.217366 1.774592 5.945782 0.0 0.0 0.0 0.36
O 0.885081 -1.570428 -2.294748 -0.3 0.1 -0.2 0.53
P 1.705249 -1.808017 -3.498743 0.2 -0.1 0.2 -1.57
N 1.520034 -3.354084 -4.144376 0.0 -0.1 0.1 0.04
C 2.108081 -4.436722 -3.343359 0.0 0.0 -0.1 -0.40
C 1.519298 -5.685667 -3.982888 0.0 0.0 0.0 -0.82
C 0.080026 -5.270077 -4.322025 0.0 0.0 0.0 -0.56
C 0.111904 -3.729603 -4.399425 0.1 0.0 0.0 -0.20
N 1.334371 -0.882288 -4.810411 0.1 0.1 0.0 0.44
C 1.797048 -1.197709 -6.166411 -0.1 0.0 0.0 -0.61
C 1.696548 0.132263 -6.928755 0.0 0.0 0.0 -0.73
C 1.740123 1.205773 -5.838946 0.0 0.0 0.0 -0.73
C 1.009317 0.549596 -4.674061 0.0 0.0 0.0 0.74
N 3.339799 -1.687704 -3.174250 0.0 0.0 0.0 0.36
C 3.764712 -1.939646 -1.773066 0.0 0.0 0.0 -0.31
C 4.595744 -0.717916 -1.412308 0.0 0.0 0.1 0.41
C 5.264889 -0.372753 -2.736324 0.0 0.0 0.0 -0.90
C 4.118996 -0.556388 -3.724488 0.0 0.0 0.0 -0.11
H 1.810430 -4.372220 -2.287121 0.0 0.0 0.0 0.14
H 3.195455 -4.390658 -3.398544 0.0 0.0 0.0 0.27
H 1.560412 -6.548165 -3.316696 0.0 0.0 0.0 0.44
H 2.075862 -5.927227 -4.891291 0.0 0.0 0.0 0.31
H -0.607564 -5.592502 -3.540406 0.0 0.0 0.0 0.11
H -0.260316 -5.715176 -5.258021 0.0 0.0 0.0 0.39
H -0.194936 -3.352682 -5.376724 0.0 0.0 0.0 0.38
H -0.552935 -3.291546 -3.647696 0.0 0.0 0.0 -0.23
H 1.167260 -1.965663 -6.624962 0.0 0.0 0.0 0.21
H 2.818421 -1.587490 -6.157197 0.0 0.0 0.0 0.41
H 0.744868 0.180989 -7.463683 0.0 0.0 0.0 0.34
H 2.495375 0.235290 -7.664844 0.0 0.0 0.0 0.38
H 1.263439 2.139426 -6.137493 0.0 0.0 0.0 0.47
H 2.770194 1.432718 -5.561112 0.0 0.0 0.0 0.27
H -0.069994 0.700590 -4.765295 0.0 0.0 0.0 0.21
H 1.320626 0.939157 -3.705435 0.0 0.0 0.0 -0.85
H 4.363266 -2.858419 -1.726544 0.0 0.0 0.0 0.30
H 2.893922 -2.050035 -1.128286 0.0 0.0 0.0 -0.11
H 5.295175 -0.909990 -0.597825 0.0 0.0 0.0 0.59
H 3.932795 0.097839 -1.118981 0.0 0.0 0.0 -0.84
H 6.080691 -1.070465 -2.955697 0.0 0.0 0.0 0.35
H 5.655104 0.644911 -2.765277 0.0 0.0 0.0 0.41
H 4.466550 -0.769696 -4.739703 0.0 0.0 0.0 0.23
H 3.527824 0.361197 -3.735977 0.0 0.0 0.0 -0.12
F 0.525690 -2.929788 0.555870 -0.1 0.0 0.0 -0.40
C -0.661148 -2.868352 -0.085132 0.2 0.0 0.0 1.15
C -1.358669 -1.684911 -0.153043 -0.4 0.2 0.1 -1.71
C -2.544000 -1.744022 -0.848651 -0.1 0.0 0.0 1.20
F -3.322973 -0.635888 -0.967407 0.1 0.0 0.0 -0.40
C -3.027585 -2.888255 -1.461130 0.0 0.0 0.0 0.26
F -4.194064 -2.896554 -2.136393 0.0 0.0 0.0 -0.38
C -2.290671 -4.052013 -1.367278 0.0 0.0 0.0 0.62
F -2.733402 -5.185982 -1.946034 0.0 0.0 0.0 -0.44
C -1.095065 -4.043382 -0.673548 0.0 0.0 0.0 0.50
F -0.372417 -5.180894 -0.600948 0.0 0.0 0.0 -0.48
```
Positions in Å, forces in eV/Å.